[1]
Density functional theory data (ωB97M-V/def2-TZVPD) for a 13-piece molecular cluster, C6H39NO13 overall at a distorted geometry.

Last column: Mulliken charge in e.
Cartesian coordinates (Å):
C: 1.2907 0.3388 2.6006  -1.461
N: 2.1086 1.0305 1.5833  -0.155
C: 3.2499 0.2801 1.0717  -0.709
O: 3.0950 -0.3465 -0.2178  -0.608
C: 0.3854 -0.8049 2.1212  -0.169
C: -0.6410 -0.4115 1.0786  0.519
C: -1.5858 0.7190 1.5455  -0.159
C: -2.4852 0.2535 2.6884  -1.377
H: 1.9942 -0.0411 3.3387  0.581
H: 0.7078 1.1382 3.0826  0.252
H: 1.5938 1.4559 0.8207  0.372
H: 3.5703 -0.4269 1.8353  0.406
H: 4.0119 1.0358 0.8381  0.394
H: 2.6729 -1.2349 -0.1484  0.374
H: -0.1339 -1.2346 2.9955  0.477
H: 1.0416 -1.5708 1.7040  0.048
H: -0.1442 -0.0620 0.1708  -0.351
H: -1.2471 -1.2830 0.8548  0.226
H: -2.2077 1.0278 0.7149  0.301
H: -1.0353 1.6203 1.8640  0.171
H: -1.9109 0.0205 3.5954  0.296
H: -3.0356 -0.6547 2.4119  0.257
H: -3.2270 1.0076 2.9785  0.424
H: -1.9172 -0.6310 -2.6404  0.425
H: -2.5243 -1.9908 -1.9827  0.438
O: -2.0457 -1.5945 -2.7478  -0.818
H: 0.7632 3.7896 -1.0075  0.402
H: 2.1514 3.6517 -0.3827  0.366
O: 1.6465 3.3980 -1.1871  -0.758
H: -0.7598 -4.6840 -0.1724  0.488
H: -0.9495 -4.0759 -1.5960  0.313
O: -1.4115 -4.5869 -0.9148  -0.821
H: -1.1336 1.1219 -3.7041  0.296
H: -0.2719 0.9813 -2.4098  0.410
O: -1.2018 1.0179 -2.7439  -0.828
H: 2.0459 0.4226 -1.4512  0.277
H: 1.5589 1.8389 -1.9258  0.439
O: 1.4629 0.8743 -2.1143  -0.844
H: 0.3237 -4.0978 1.7221  0.315
H: 1.1210 -3.9406 0.3764  0.488
O: 0.5541 -4.5512 0.9067  -0.752
H: -2.0418 2.3747 -2.1096  0.444
H: -3.2834 2.9218 -1.3340  0.297
O: -2.4620 3.1902 -1.7468  -0.762
H: -2.6282 -3.5132 -0.6333  0.457
H: -4.1404 -3.2843 -1.0583  0.272
O: -3.3638 -2.8400 -0.7057  -0.724
H: 1.4396 -2.4461 -1.4212  0.465
H: 2.6674 -3.3351 -1.1656  0.293
O: 2.0008 -2.8395 -0.6789  -0.834
H: 1.3338 4.2588 1.4271  0.322
H: 2.2067 3.0814 1.7587  0.465
O: 2.2623 3.9930 1.4102  -0.828
H: -0.3328 -1.7453 -2.7201  0.435
H: 0.9466 -0.8010 -2.5443  0.474
O: 0.6540 -1.7268 -2.6461  -0.769
H: -0.7446 5.4037 -0.4939  0.299
H: -1.3276 4.0022 -0.7151  0.401
O: -0.6676 4.5051 -0.1761  -0.651

Cartesian forces (eV/Å) of the 6 atoms listed first:
-0.305 0.666 -0.415
0.183 -0.930 0.222
-0.014 1.282 -0.989
-0.599 -0.486 0.684
0.313 0.173 0.317
-0.230 1.020 0.196

* 2S+1: 1
* charge: 0
* E: -1284.96104 hartree
* LUMO level: 0.3 eV
* energy relative to the best compared isomer or geometry (same formula, charge and spin): 6.3 kcal/mol
* maximum force: 1.6 eV Å⁻¹

***

[2]
Density functional theory data (ωB97M-V/def2-TZVPD) for a 13-piece molecular cluster, C6H39NO13 overall at a distorted geometry.

Last column: Mulliken charge in e.
Cartesian coordinates (Å):
C: -0.7889 -3.8645 0.7235  -1.462
C: 0.5644 -3.2859 0.6025  -0.470
N: 0.6936 -2.1001 -0.2617  0.539
C: 0.4052 -0.8562 0.3932  -0.051
C: -0.8991 -0.1220 0.3178  0.143
C: 0.4493 -2.2890 -1.6846  -0.789
C: -0.9965 -2.4657 -2.2612  -0.634
O: -1.6743 -1.2245 -2.2879  -0.400
H: -0.9670 -4.6131 1.4678  0.431
H: -1.6138 -3.1324 0.8124  0.215
H: -0.9055 -4.4168 -0.2003  0.345
H: 0.8762 -2.9347 1.6505  0.400
H: 1.2013 -4.0433 0.0867  0.515
H: 1.1785 -0.0285 0.2548  -0.214
H: 0.7354 -1.0868 1.4109  0.241
H: -1.3294 0.0172 -0.6496  0.327
H: -0.7034 0.8943 0.7915  -1.070
H: -1.4133 -0.5811 1.1715  0.566
H: 0.8140 -1.2847 -2.0692  0.088
H: 1.1180 -3.0687 -2.0141  0.612
H: -1.6392 -3.0954 -1.6465  0.369
H: -0.7263 -3.0278 -3.1613  0.378
H: -2.4084 -1.3733 -2.8983  0.240
H: -4.0256 2.0287 1.3130  0.271
H: -2.9831 3.0015 0.8391  0.284
O: -3.2238 2.4642 1.6037  -0.575
H: 0.4331 0.7088 3.3366  0.269
H: 1.3591 0.0236 4.2985  0.316
O: 1.3601 0.7323 3.6392  -0.614
H: -2.3904 3.9185 -1.2204  0.276
H: -1.7844 2.7661 -2.0304  0.276
O: -2.2450 2.9700 -1.2057  -0.548
H: -3.4825 -0.4378 0.0120  0.322
H: -4.5802 0.5784 0.1460  0.320
O: -4.1868 -0.1627 0.6124  -0.669
H: 2.5244 1.8144 -3.5548  0.262
H: 2.3352 1.2703 -2.1241  0.334
O: 1.8777 1.7527 -2.8397  -0.576
H: 4.1428 0.2122 -0.4421  0.297
H: 2.7967 -0.0785 0.0424  0.213
O: 3.2296 0.4394 -0.6526  -0.699
H: -2.0219 -0.2376 3.8935  0.244
H: -1.7894 0.6906 2.6107  0.297
O: -1.4279 -0.0272 3.1704  -0.661
H: -0.6405 2.5895 0.4146  0.349
H: 0.5304 2.3958 1.5996  0.278
O: -0.1995 2.8898 1.2290  -0.653
H: -0.9758 0.5584 -3.2276  0.377
H: 0.1444 1.4424 -2.6746  0.359
O: -0.7017 1.4793 -3.1662  -0.731
H: 1.1877 4.3405 -1.4234  0.295
H: 0.9866 3.7185 -2.8403  0.305
O: 0.5690 4.2369 -2.1522  -0.609
H: 2.4654 -2.4193 0.6937  0.464
H: 3.6041 -2.6240 1.6607  0.301
O: 3.4416 -2.2945 0.7724  -0.719
H: 3.6783 -0.2092 3.4384  0.268
H: 3.0828 -0.5079 1.9787  0.394
O: 3.5438 -0.8478 2.7405  -0.635

Cartesian forces (eV/Å) of the 6 atoms listed first:
-1.885 -0.260 -1.045
1.022 1.041 0.635
-0.584 -0.751 0.137
2.611 1.503 0.332
0.443 0.856 3.012
-0.263 2.601 0.831

* 2S+1: 1
* charge: 0
* E: -1284.77544 hartree
* LUMO level: 0.3 eV
* energy relative to the best compared isomer or geometry (same formula, charge and spin): 122.8 kcal/mol
* maximum force: 3.2 eV Å⁻¹

***

[3]
Density functional theory data (ωB97M-V/def2-TZVPD) for C6H3Cl in the gas phase at a distorted geometry.

Last column: Mulliken charge in e.
Cartesian coordinates (Å):
C: -3.9267 -0.6098 -0.0034  -0.435
C: -2.8181 -0.1175 0.0230  -0.042
C: -1.5440 0.3996 -0.0090  0.171
C: -0.4164 0.8477 -0.0296  0.176
C: 0.9116 1.3684 -0.0053  -0.637
C: 2.0393 0.6621 0.0100  -0.185
Cl: 2.0800 -1.0478 -0.0012  -0.152
H: -4.8941 -1.0322 0.0137  0.435
H: 1.0399 2.4330 0.0537  0.302
H: 3.0209 1.1082 0.0374  0.367

Cartesian forces (eV/Å) of the 6 atoms listed first:
1.431 0.681 0.148
-1.100 -0.583 -0.207
0.827 0.393 0.028
-0.466 -0.364 0.098
-0.020 -0.138 0.094
-0.185 -0.192 -0.022

* SMILES string: C#CC#C/C=C\Cl
* 2S+1: 1
* charge: 0
* E: -690.47893 hartree
* LUMO level: 0.1 eV
* energy relative to the best compared isomer or geometry (same formula, charge and spin): 0.0 kcal/mol
* maximum force: 1.6 eV Å⁻¹

***

[4]
Density functional theory data (ωB97M-V/def2-TZVPD) for C6H3Cl2FN2S in the gas phase at a distorted geometry.

Last column: Mulliken charge in e.
Cartesian coordinates (Å):
F: -2.0838 0.9407 -1.3851  -0.176
C: -2.8870 0.4611 -0.3944  0.399
Cl: -3.5216 1.7710 0.5261  -0.077
Cl: -4.2443 -0.5110 -1.1739  -0.153
S: -1.9639 -0.8327 0.5764  -0.100
C: -0.2384 -0.2914 0.6534  -0.022
C: 0.3367 0.8551 0.7942  0.441
N: 1.5218 1.3630 0.7046  -0.603
C: 2.1480 0.8757 -0.3555  -0.139
C: 2.1362 -0.4628 -0.6378  -0.205
N: 1.7629 -1.4595 0.1852  -0.408
C: 0.7368 -1.3552 0.8983  -0.106
H: 2.8455 1.6175 -0.7464  0.413
H: 2.8997 -0.8177 -1.3167  0.369
H: 0.5513 -2.1539 1.6716  0.366

Cartesian forces (eV/Å) of the 6 atoms listed first:
-0.527 -0.103 0.475
0.668 -1.568 -0.899
-0.097 0.364 0.226
0.723 0.782 0.479
0.340 0.561 -0.343
-3.132 -1.254 0.525

* SMILES string: FC(Cl)(Cl)SC1=C=NC=CN=C1
* 2S+1: 1
* charge: 0
* E: -1758.23470 hartree
* LUMO level (alpha / beta): -0.5 / -0.5 eV
* energy relative to the best compared isomer or geometry (same formula, charge and spin): 40.8 kcal/mol
* maximum force: 4.2 eV Å⁻¹

***

[5]
Density functional theory data (ωB97M-V/def2-TZVPD) for an isolated ion of composition C6H3N2O2 and charge -1 at a distorted geometry.

Last column: Mulliken charge in e.
Cartesian coordinates (Å):
C: 1.5596 -0.0963 0.0977  -0.098
C: 0.8023 -1.1883 0.1029  -0.224
C: 1.2830 1.3304 -0.2077  -0.813
C: -1.4717 -0.4965 0.3502  -0.293
C: -0.6145 -1.4437 -0.1949  0.542
C: 0.1242 1.9798 -0.2332  0.576
N: -3.6226 0.3516 0.6590  -1.019
N: -2.6561 -0.2722 0.5029  0.579
O: -0.8458 -2.5189 -0.8180  -0.754
O: -0.7545 2.6351 -0.5676  -0.369
H: 2.6458 -0.1124 0.3174  0.199
H: 1.4199 -2.0134 0.3564  0.272
H: 2.1303 1.8447 -0.3650  0.403

Cartesian forces (eV/Å) of the 6 atoms listed first:
0.382 1.857 -0.049
1.310 0.546 0.181
-3.025 -2.634 1.101
3.500 -0.782 -0.223
-0.360 -1.429 -0.256
1.488 -1.321 -1.023

* 2S+1: 1
* charge: -1
* E: -490.31942 hartree
* LUMO level (alpha / beta): 3.5 / 3.5 eV
* energy relative to the best compared isomer or geometry (same formula, charge and spin): 47.0 kcal/mol
* maximum force: 4.5 eV Å⁻¹

***

[6]
Density functional theory data (ωB97M-V/def2-TZVPD) for C6H3NO in the gas phase at a distorted geometry.

Last column: Mulliken charge in e.
Cartesian coordinates (Å):
C: -1.1193 2.1257 0.1210  -0.156
C: -0.5422 1.0021 -0.2450  -0.613
C: 0.3570 -0.0736 -0.0865  0.618
C: 1.8310 0.1411 -0.2876  -0.107
O: 2.5834 -0.8423 -0.0660  -0.484
C: -0.0174 -1.4303 0.3030  -0.212
C: -1.5598 -1.3430 -0.0185  0.178
N: -2.7374 -1.3287 -0.3438  -0.441
H: -1.6779 2.9506 0.5565  0.379
H: 2.2792 1.0926 -0.5201  0.429
H: 0.6036 -2.2941 0.5871  0.410

Cartesian forces (eV/Å) of the 6 atoms listed first:
3.437 -6.936 -2.002
-3.717 7.633 2.969
1.101 -4.150 0.754
1.874 -3.889 1.710
-1.825 2.912 -0.864
-3.359 5.540 -2.631

* SMILES string: C#C/C(C=O)=C\C#N
* 2S+1: 1
* charge: 0
* E: -360.23010 hartree
* LUMO level: -1.8 eV
* energy relative to the best compared isomer or geometry (same formula, charge and spin): 88.7 kcal/mol
* maximum force: 9.0 eV Å⁻¹